Below is the molecule C21H26F3N3O4, with properties calculated with ωB97M-V with the def2-TZVPD basis set.

Structure (XYZ):
```
57
Properties=species:S:1:pos:R:3:mulliken_charge:R:1
C -7.29284 0.01033 0.92833 -1.11
C -6.59560 -0.98846 0.01575 -0.28
O -5.35201 -0.48141 -0.46781 -0.42
C -4.30110 -0.60820 0.36966 0.79
O -4.35834 -1.11412 1.46538 -0.65
N -3.15329 -0.13705 -0.18135 0.15
C -1.95821 -0.06440 0.62431 -0.91
C -1.66708 1.40068 0.98700 -0.81
N -1.58249 2.19610 -0.21766 0.12
C -0.53239 2.90451 -0.69657 0.16
O -0.59460 3.47972 -1.76643 -0.71
C 0.74506 2.93334 0.14526 0.76
C 1.61031 4.15518 -0.20527 -0.88
C 3.07801 3.78668 -0.45446 -0.90
C 3.59072 2.75161 0.52132 0.80
O 4.62898 2.84558 1.14366 -0.68
N 2.76953 1.67670 0.61876 0.40
C 3.08584 0.57392 1.50501 -1.36
C 3.27740 -0.68534 0.70597 0.54
C 4.43286 -0.86265 -0.04853 -0.46
C 4.58807 -1.97886 -0.84967 -0.70
C 3.58435 -2.93124 -0.92658 -0.72
C 2.43061 -2.75329 -0.17960 0.10
C 1.29492 -3.73343 -0.24269 0.88
F 1.06094 -4.32482 0.94241 -0.27
F 0.13878 -3.12236 -0.58251 -0.23
F 1.47907 -4.71545 -1.13129 -0.29
C 2.27648 -1.64202 0.63991 -0.35
C 1.54309 1.65006 -0.13771 -0.40
C -2.79637 2.11833 -1.01236 -0.87
C -3.08754 0.66076 -1.38408 -0.78
H -8.26385 -0.37943 1.21943 0.38
H -7.42985 0.95962 0.41535 0.29
H -6.69579 0.17068 1.82257 0.31
H -7.18572 -1.18091 -0.88265 0.32
H -6.41388 -1.92524 0.55158 0.33
H -1.12726 -0.48966 0.05074 0.31
H -2.12273 -0.65616 1.52604 0.45
H -2.49818 1.77890 1.59574 0.38
H -0.75516 1.46152 1.57507 0.37
H 0.49605 2.96521 1.20831 0.38
H 1.55494 4.88261 0.60504 0.35
H 1.20633 4.62164 -1.10604 0.36
H 3.18934 3.37300 -1.45992 0.36
H 3.70856 4.67245 -0.38417 0.35
H 2.28460 0.44553 2.24150 0.31
H 4.00887 0.85533 2.01944 0.54
H 5.20894 -0.11346 -0.00053 0.53
H 5.49158 -2.10958 -1.42458 0.41
H 3.69274 -3.79893 -1.55824 0.48
H 1.37342 -1.53710 1.22494 0.41
H 0.97767 0.76152 0.14549 -0.10
H 1.74952 1.58800 -1.21327 0.06
H -3.63064 2.52183 -0.42790 0.33
H -2.65013 2.72495 -1.90659 0.45
H -2.27898 0.27348 -2.01337 0.25
H -4.03034 0.58483 -1.92161 0.47
```

Values from the calculation:
* energy above the lowest of the compared OMol25 structures with the same formula, charge and spin: 4.6 kJ/mol
* multiplicity: 1
* F_max: 0.553 eV/A
* LUMO: 0.55 eV
* SMILES: CCOC(=O)N1CCN(C(=O)[C@@H]2CCC(=O)N(Cc3cccc(C(F)(F)F)c3)C2)CC1
* HOMO level: -9.1475 eV



Below is a structure of composition C21H26FMnN8OS2Se2, with properties calculated with ωB97M-V with the def2-TZVPD basis set.

Structure (XYZ):
```
62
Properties=species:S:1:pos:R:3:mulliken_spin:R:1
Mn 0.34306 0.64799 -0.78877 0.00
N 3.40892 -0.87829 -1.01724 0.00
C 3.24168 -0.05658 0.04041 0.00
N 2.12092 0.58855 0.30534 0.00
C 2.28121 1.44765 1.38834 0.00
C 3.47414 1.38688 2.00208 0.00
S 4.49961 0.26505 1.18245 0.00
C 1.12258 2.27382 1.70599 0.00
C 0.96387 3.15920 2.70305 0.00
S -0.65604 3.74702 2.71129 0.00
C -1.01856 2.75432 1.33472 0.00
N 0.00989 2.06562 0.90277 0.00
N -2.26142 2.69089 0.82945 0.00
H 2.84517 -0.56103 -1.81388 0.00
H 4.34701 -1.18439 -1.21560 0.00
H 3.81474 1.93878 2.86403 0.00
H 1.68212 3.48224 3.44119 0.00
H -2.93106 3.39955 1.07046 0.00
H -2.40264 2.17924 -0.03802 0.01
Se -0.62731 -0.28680 -4.17677 0.68
Se -2.04318 1.08523 -2.06476 0.27
C -0.96130 2.62935 -2.27039 0.00
C -1.24380 3.79811 -2.96643 0.01
C -0.26705 4.77745 -3.01652 -0.01
C 0.96041 4.56695 -2.39201 0.02
C 1.17258 3.38104 -1.73014 -0.01
N 0.20890 2.45491 -1.66256 0.01
C -0.07083 -1.58257 -2.92427 0.01
C -0.03280 -2.90955 -3.37566 -0.03
C 0.43715 -3.91386 -2.55736 0.02
C 0.85647 -3.58649 -1.27309 0.02
C 0.76625 -2.27580 -0.88107 0.00
N 0.30574 -1.28293 -1.66623 0.02
H -2.19922 3.90964 -3.45844 0.00
H -0.44981 5.70033 -3.55251 0.00
H 1.74557 5.30858 -2.43371 0.00
H 2.11284 3.13502 -1.25492 0.00
H -0.38370 -3.12023 -4.37564 0.00
H 0.47277 -4.93782 -2.90987 0.00
H 1.25233 -4.32689 -0.59098 0.00
H 1.09773 -1.98390 0.10650 0.00
C -1.67202 -2.04084 3.64269 0.00
N -0.75996 -1.58024 2.59495 0.00
C 0.34518 -0.75491 3.06475 0.00
C -1.16668 -1.41190 1.31075 0.00
O -0.76614 -0.42588 0.65128 -0.01
N -2.02590 -2.32635 0.80660 0.00
C -2.75809 -2.04224 -0.42215 -0.01
C -2.04881 -3.72280 1.22674 0.00
H -1.80688 -1.24253 4.37438 0.00
H -1.27647 -2.91579 4.15819 0.00
H -2.64586 -2.28299 3.22808 0.00
H 0.79537 -1.23908 3.92961 0.00
H 0.01443 0.24701 3.35628 0.00
H 1.09746 -0.66247 2.28930 0.00
H -2.80374 -0.97294 -0.58126 0.01
H -3.77235 -2.43034 -0.32879 0.00
H -2.28411 -2.51339 -1.28554 0.00
H -1.22948 -3.93416 1.90702 0.00
H -1.92955 -4.34997 0.34204 0.00
H -2.99156 -3.98641 1.70709 0.00
F 1.69022 0.70196 -2.15325 0.00
```

Values from the calculation:
* energy above the lowest of the compared OMol25 structures with the same formula, charge and spin: 0.0 kJ/mol
* multiplicity: 2
* charge: +1
* F_max: 0.738 eV/A
* LUMO (spin up / spin down): -2.49 / -3.40 eV
* <S²>: 0.76
* HOMO level (spin up / spin down): -9.3527 / -10.0941 eV



Below is a structure of composition C21H26IrN2O3S3 in a non-equilibrium geometry, with properties calculated with ωB97M-V with the def2-TZVPD basis set.

Structure (XYZ):
```
56
Properties=species:S:1:pos:R:3:mulliken_charge:R:1
Ir -0.48076 0.68346 0.60946 1.24
O -0.38207 1.25933 2.77721 -1.05
C 0.24174 0.80561 3.79387 0.71
C 0.28698 1.59288 4.98312 -0.46
C 0.88134 1.13897 6.12620 -0.45
C 1.53538 -0.10417 6.15044 -0.67
C 1.56606 -0.87164 5.01722 -0.80
C 0.91902 -0.47099 3.83243 0.50
C 0.88104 -1.39440 2.76488 -0.23
N 0.26919 -1.23005 1.63155 0.16
N 0.12063 -2.26436 0.83371 -0.84
C -0.88331 -2.17994 -0.03219 0.31
O -1.65402 -1.17576 -0.05849 -0.79
C -1.01676 -3.27344 -0.99544 0.84
C 0.00670 -4.21153 -1.13230 -0.33
C -0.08529 -5.18351 -2.10926 -0.71
C -1.18931 -5.22625 -2.94985 -0.40
C -2.21499 -4.30175 -2.80920 -0.83
C -2.13143 -3.32934 -1.83086 -0.27
H -0.19520 2.55812 4.95413 0.44
H 0.85523 1.74301 7.01893 0.40
H 2.00321 -0.45173 7.05656 0.41
H 2.09569 -1.81298 5.01705 0.36
H 1.31117 -2.38091 2.94985 0.43
H 0.86441 -4.16414 -0.48033 0.47
H 0.70477 -5.91280 -2.20715 0.41
H -1.24717 -5.98539 -3.71360 0.42
H -3.08122 -4.33580 -3.45384 0.42
H -2.92838 -2.61520 -1.68691 0.44
C -0.23928 3.43600 -1.58125 0.56
C -1.75645 3.33034 -1.56558 -0.73
S -2.43073 1.85937 -0.69654 -0.08
C -2.65786 0.68409 -2.07755 -0.72
C -1.42829 0.37359 -2.90251 -0.81
S 0.02492 -0.21228 -1.93429 0.21
C 1.38596 0.38746 -3.00044 -0.96
C 1.78889 1.82961 -2.78540 -0.13
S 0.50866 3.06189 -3.21833 -0.15
H 0.20257 2.74924 -0.85395 -0.86
H 0.06917 4.45350 -1.34326 0.57
H -2.16968 3.31791 -2.57160 0.45
H -2.18601 4.17752 -1.03182 0.42
H -3.42724 1.10557 -2.72756 0.68
H -3.03773 -0.21119 -1.58922 0.09
H -1.10094 1.24515 -3.47090 0.41
H -1.66501 -0.43816 -3.59316 0.67
H 1.10148 0.19604 -4.03301 0.41
H 2.22951 -0.25395 -2.73862 0.49
H 2.63270 2.06668 -3.43185 0.49
H 2.07987 1.99150 -1.75114 -0.22
C 2.40623 3.21008 0.96412 -0.85
O 1.53477 2.09357 1.10848 -0.37
H 3.15482 3.20251 1.75831 0.34
H 1.85427 4.15181 1.00240 0.35
H 2.91843 3.13246 0.00779 0.25
H 1.15430 2.15439 1.99971 0.34
```

Values from the calculation:
* energy above the lowest of the compared OMol25 structures with the same formula, charge and spin: 388.4 kJ/mol
* multiplicity: 1
* charge: +1
* F_max: 4.525 eV/A
* LUMO (spin up / spin down): -4.67 / -5.29 eV
* HOMO level (spin up / spin down): -10.3561 / -10.2697 eV



Below is the molecule C21H26N2 in a non-equilibrium geometry, with properties calculated with ωB97M-V with the def2-TZVPD basis set.

Structure (XYZ):
```
49
Properties=species:S:1:pos:R:3:mulliken_charge:R:1
C 1.07812 -4.52154 -1.54323 -0.98
N 0.40608 -3.24309 -1.80943 0.09
C 1.32920 -2.03614 -1.92149 -0.83
C 0.57579 -0.75780 -2.25255 -0.72
N -0.69342 -0.62406 -1.56043 0.20
C -1.55675 -1.76319 -1.91484 -1.17
C -0.97414 -3.04236 -1.25801 -0.05
C -1.00756 -2.86371 0.29546 -1.13
C -0.31438 -1.55104 0.71539 -0.83
C -0.67751 -0.32889 -0.10157 -0.18
C 0.18236 0.88605 0.32195 0.62
C 0.30732 1.04188 1.86403 -0.36
C -0.65659 1.75031 2.58669 -0.16
C -0.52267 2.00916 3.94272 -0.75
C 0.58556 1.53442 4.64060 -0.37
C 1.59585 0.79898 3.96607 -0.86
C 1.44610 0.55805 2.55524 0.07
C -0.17435 2.24109 -0.32636 -0.33
C -1.36099 2.50657 -1.00838 0.08
C -1.54033 3.69227 -1.70736 -0.88
C -0.54303 4.69324 -1.67148 -0.39
C 0.59379 4.51183 -0.87568 -0.67
C 0.78401 3.29001 -0.22598 -0.43
H 2.10902 -4.50503 -2.03884 0.31
H 1.23854 -4.65672 -0.45443 0.31
H 0.50105 -5.36958 -1.94050 0.30
H 1.89786 -1.89903 -1.02184 0.29
H 2.02540 -2.24138 -2.72748 0.59
H 0.35621 -0.72244 -3.33374 0.48
H 1.20405 0.13302 -2.05088 0.22
H -1.59785 -1.90816 -3.01463 0.51
H -2.57081 -1.58119 -1.50873 0.42
H -1.61643 -3.93015 -1.49734 0.39
H -2.03721 -2.73000 0.65072 0.44
H -0.52994 -3.72404 0.78577 0.35
H 0.76282 -1.73860 0.70149 0.12
H -0.59257 -1.36401 1.77499 0.58
H -1.69226 -0.08681 0.16590 0.23
H 1.15809 0.63112 -0.04862 0.73
H -1.49852 2.13052 2.03261 0.43
H -1.22381 2.65508 4.49546 0.34
H 0.72403 1.82452 5.67592 0.38
H 2.44005 0.40044 4.52888 0.38
H 2.20712 -0.00534 2.01862 0.35
H -2.14962 1.82884 -0.99878 0.46
H -2.39587 3.95202 -2.33711 0.37
H -0.67208 5.67631 -2.14709 0.34
H 1.38829 5.26193 -0.79127 0.38
H 1.70197 3.18663 0.36961 0.30
```

Values from the calculation:
* energy above the lowest of the compared OMol25 structures with the same formula, charge and spin: 28.8 kJ/mol
* multiplicity: 1
* F_max: 2.032 eV/A
* LUMO: 0.84 eV
* SMILES: CN1CCN2C[C@@H]1CC[C@H]2C(c1ccccc1)c1ccccc1
* HOMO level: -7.7073 eV



Below is the molecule C21H26N2O3, with properties calculated with ωB97M-V with the def2-TZVPD basis set.

Structure (XYZ):
```
52
Properties=species:S:1:pos:R:3:mulliken_charge:R:1
C 3.56340 3.68195 3.69500 -0.96
O 2.55559 3.02755 2.96604 -0.38
C 2.13443 3.57268 1.78982 0.64
C 2.61304 4.76921 1.26695 -0.57
C 2.12167 5.25422 0.06661 -0.68
C 1.14782 4.55889 -0.62377 -0.86
C 0.66721 3.36827 -0.10530 -0.35
C 1.14840 2.86099 1.09052 0.61
C 0.61954 1.55537 1.62476 -0.92
N 0.80337 0.49279 0.65855 0.08
C 1.19062 -0.74578 0.99229 0.13
O 1.45811 -1.11089 2.11926 -0.69
C 1.20496 -1.68950 -0.23227 -0.29
N -0.17179 -2.05103 -0.52256 0.04
C -0.99175 -1.25519 -1.24216 0.40
O -0.61987 -0.18263 -1.70173 -0.75
C -2.37340 -1.76513 -1.44012 0.45
C -3.38846 -0.83570 -1.65054 -0.72
C -4.69099 -1.24932 -1.84247 -0.62
C -5.01376 -2.60183 -1.84428 0.96
C -6.43002 -3.04924 -2.03118 -1.44
C -3.99411 -3.52789 -1.65519 -0.90
C -2.68927 -3.12050 -1.45310 -0.28
C 2.06245 -2.93595 0.00451 0.68
C 1.96707 -3.89366 -1.18129 -1.39
C 3.51512 -2.52662 0.23542 -1.61
H 3.74291 3.05785 4.56917 0.24
H 4.48940 3.76781 3.11718 0.38
H 3.24387 4.67720 4.02178 0.37
H 3.37186 5.33221 1.78722 0.39
H 2.50702 6.18437 -0.32417 0.37
H 0.76297 4.93872 -1.55760 0.39
H -0.09675 2.82225 -0.63985 0.50
H -0.44936 1.66090 1.85841 0.26
H 1.15060 1.26786 2.53332 0.49
H 0.48954 0.66139 -0.29212 0.26
H 1.57701 -1.13486 -1.10148 0.39
H -0.55486 -2.82127 0.00173 0.40
H -3.13308 0.21322 -1.66006 0.45
H -5.46935 -0.51619 -1.99765 0.37
H -6.47042 -4.04832 -2.45842 0.36
H -6.97093 -2.36348 -2.67912 0.38
H -6.94020 -3.07323 -1.06748 0.28
H -4.22581 -4.58342 -1.67123 0.37
H -1.91619 -3.86681 -1.33757 0.37
H 1.69415 -3.43051 0.90983 0.27
H 2.33268 -3.40956 -2.08458 0.34
H 2.57271 -4.77761 -0.99667 0.45
H 0.94280 -4.21259 -1.35827 0.20
H 3.59204 -1.88624 1.10887 0.38
H 4.13015 -3.40805 0.39968 0.42
H 3.90234 -1.99106 -0.62920 0.36
```

Values from the calculation:
* energy above the lowest of the compared OMol25 structures with the same formula, charge and spin: 97.4 kJ/mol
* multiplicity: 1
* F_max: 0.580 eV/A
* LUMO: 0.71 eV
* SMILES: COc1ccccc1CNC(=O)[C@H](NC(=O)c1ccc(C)cc1)C(C)C
* HOMO level: -8.4485 eV



Below is the molecule C21H26N2O4, with properties calculated with ωB97M-V with the def2-TZVPD basis set.

Structure (XYZ):
```
53
Properties=species:S:1:pos:R:3:mulliken_charge:R:1
C 5.37810 -0.11774 -4.24824 -0.82
O 4.47736 -1.19256 -4.37781 -0.45
C 3.31851 -1.15122 -3.66850 0.80
C 2.47307 -2.24450 -3.82411 -0.58
C 1.26430 -2.31521 -3.13996 0.41
O 0.52883 -3.44021 -3.35534 -0.46
C -0.70515 -3.57470 -2.69128 -0.77
C 0.88401 -1.27194 -2.30167 -0.81
C 1.72545 -0.17436 -2.15793 0.27
C 1.38272 0.95004 -1.23814 0.18
O 2.22626 1.58585 -0.63157 -0.68
N 0.06442 1.23169 -1.15458 -0.10
C -0.49151 2.07995 -0.13575 -0.87
C -1.82238 1.47280 0.30588 0.55
O -2.41012 0.66687 -0.39018 -0.72
N -2.28723 1.93442 1.47616 -0.12
C -3.53306 1.46803 2.06469 0.12
C -3.94248 2.42667 3.17415 -1.64
C -3.43792 0.00447 2.52655 -0.84
C -2.35621 -0.28496 3.57354 -1.28
C -0.95903 -0.13718 3.03623 0.56
C -0.10047 0.83741 3.52764 -0.41
C 1.18782 0.96249 3.03435 -0.86
C 1.63747 0.11084 2.04060 -0.51
C 0.78878 -0.86421 1.54282 -0.42
C -0.49612 -0.98818 2.03855 -0.09
C 2.94252 -0.11307 -2.82272 -0.40
H 4.93161 0.82298 -4.58532 0.33
H 6.22414 -0.36490 -4.88764 0.24
H 5.72365 -0.00547 -3.21608 0.34
H 2.76215 -3.05274 -4.47487 0.49
H -1.40076 -2.77450 -2.96335 0.33
H -1.11151 -4.53040 -3.01857 0.25
H -0.57804 -3.59113 -1.60396 0.31
H -0.03631 -1.32252 -1.74223 0.39
H -0.62453 0.65552 -1.62127 0.20
H -0.68277 3.08933 -0.52629 0.33
H 0.21935 2.15426 0.69198 0.37
H -1.68673 2.50007 2.05438 0.41
H -4.28467 1.49708 1.26475 0.34
H -3.18327 2.46705 3.95142 0.38
H -4.87824 2.10276 3.62092 0.40
H -4.07964 3.42864 2.77429 0.41
H -3.25067 -0.60454 1.64151 0.43
H -4.41118 -0.28078 2.93064 0.51
H -2.49183 -1.31654 3.91041 0.34
H -2.49141 0.36228 4.44158 0.42
H -0.43844 1.50086 4.31353 0.39
H 1.84304 1.72579 3.42834 0.39
H 2.63556 0.21491 1.64610 0.35
H 1.13741 -1.53184 0.76816 0.57
H -1.14887 -1.75865 1.65315 0.42
H 3.56401 0.75099 -2.65496 0.56
```

Values from the calculation:
* energy above the lowest of the compared OMol25 structures with the same formula, charge and spin: 154.7 kJ/mol
* multiplicity: 1
* F_max: 0.717 eV/A
* LUMO: 0.71 eV
* SMILES: COc1cc(OC)cc(C(=O)NCC(=O)N[C@H](C)CCc2ccccc2)c1
* HOMO level: -8.5247 eV